# 1
{"formula": "C16H32NO2P2SiY", "method": "ωB97M-V with the def2-TZVPD basis set", "symbols": ["Y", "P", "C", "C", "N", "C", "C", "C", "C", "C", "P", "H", "H", "H", "H", "H", "H", "H", "H", "O", "H", "H", "O", "H", "C", "H", "H", "H", "C", "H", "H", "H", "C", "H", "H", "H", "C", "H", "H", "H", "C", "Si", "C", "C", "C", "C", "H", "H", "H", "H", "H", "H", "H", "H", "H"], "coordinates": [[0.054, 1.000, -0.239], [2.572, -1.164, 0.064], [2.297, -0.562, -1.625], [1.047, -1.128, -2.285], [-0.151, -0.619, -1.891], [-1.298, -1.066, -2.465], [-1.263, -2.024, -3.463], [-0.042, -2.542, -3.882], [1.125, -2.095, -3.272], [-2.630, -0.524, -1.996], [-2.559, 1.107, -1.106], [2.115, -2.471, -3.533], [-2.207, -2.343, -3.902], [0.006, -3.286, -4.674], [-3.301, -0.420, -2.867], [-3.104, -1.251, -1.310], [2.246, 0.609, -1.591], [3.200, -0.833, -2.192], [0.519, 3.240, -1.801], [1.292, 2.149, -1.720], [1.401, 1.952, -2.674], [-0.658, 3.303, -0.713], [-0.411, 3.850, -1.552], [-0.149, 4.739, -1.222], [-2.932, 2.216, -2.506], [-3.911, 1.942, -2.923], [-2.972, 3.262, -2.172], [-2.177, 2.122, -3.299], [-4.150, 1.061, -0.227], [-4.142, 1.855, 0.532], [-4.996, 1.223, -0.912], [-4.275, 0.095, 0.282], [2.428, -2.940, 0.145], [3.395, -3.394, -0.114], [2.158, -3.211, 1.175], [1.654, -3.301, -0.542], [4.203, -0.666, 0.591], [4.149, -0.411, 1.657], [4.898, -1.504, 0.443], [4.542, 0.208, 0.020], [-1.486, 1.059, 3.995], [0.126, 0.169, 3.744], [1.515, 1.036, 4.643], [0.003, -1.599, 4.337], [0.607, 0.096, 1.928], [1.373, -0.419, 1.067], [-1.689, 1.160, 5.070], [-2.318, 0.508, 3.541], [-1.452, 2.064, 3.556], [1.361, 0.993, 5.729], [2.482, 0.570, 4.416], [1.569, 2.090, 4.344], [-0.893, -2.089, 3.937], [0.877, -2.183, 4.020], [-0.049, -1.631, 5.433]], "forces_ev_per_angstrom": [[1.0463, -0.2742, 1.8767], [-1.3303, 0.5799, 1.8209], [0.1730, 0.9716, -0.5731], [-0.1516, 0.2171, -0.0685], [-0.1052, -0.6054, -0.3125], [0.4607, 0.1151, 0.1729], [0.0154, -0.1895, -0.3332], [-0.1190, -0.0385, 0.0598], [0.3629, 0.0345, 0.1407], [-0.0412, -0.1843, 0.0140], [-1.3752, -0.6531, -0.7835], [-0.3899, 0.0048, -0.1429], [0.3174, -0.0189, 0.0060], [-0.0518, 0.1296, 0.1656], [0.1729, -0.1194, 0.3525], [0.2414, 0.2581, -0.2574], [0.5201, -2.4318, 0.0870], [-0.2482, 0.0596, -0.1540], [1.0560, -1.3476, 0.0311], [-0.8147, 1.8808, -1.3040], [0.1091, 0.0862, 0.7322], [-0.3498, 1.1099, -1.1737], [-0.2108, 0.4814, 1.4870], [-0.2074, -0.1654, -0.2746], [-0.0013, 0.3798, -0.1785], [0.2676, 0.0773, 0.1002], [-0.0088, -0.2804, -0.1752], [-0.1314, 0.0761, 0.2193], [-0.1268, 0.2085, 0.4737], [-0.2104, -0.2172, -0.1473], [0.3088, -0.0844, 0.1770], [0.0626, 0.3134, -0.0755], [0.0990, -0.5303, -0.1910], [-0.3074, -0.0095, 0.0045], [0.1177, 0.0605, -0.3276], [0.1329, 0.0156, 0.1786], [0.5013, 0.1178, -0.0692], [0.0873, -0.0942, -0.2986], [-0.0404, 0.3279, 0.0232], [0.0140, -0.1967, 0.1895], [-0.1061, 0.0720, -0.1792], [0.6249, -0.4493, 0.4475], [0.0801, 0.1764, -0.1038], [-0.1041, -0.1373, -0.1189], [-1.9205, 1.4863, 1.4492], [1.6787, -1.3682, -2.9949], [0.0140, 0.0030, -0.2516], [0.0689, 0.1048, 0.0905], [-0.0772, -0.0611, 0.1246], [0.0238, 0.0492, -0.2010], [-0.1769, 0.0721, 0.0814], [0.0658, -0.1137, 0.1404], [0.1466, 0.0148, 0.1179], [-0.1369, 0.1110, 0.1130], [-0.0259, -0.0250, -0.1873]], "nbo_charge": [1.61, 1.61, -0.84, 0.23, -0.61, 0.24, -0.22, -0.10, -0.24, -0.73, 0.72, 0.25, 0.25, 0.26, 0.26, 0.27, 0.31, 0.28, 0.53, -1.15, 0.50, 0.47, -0.81, 0.55, -0.92, 0.26, 0.25, 0.25, -0.92, 0.26, 0.26, 0.26, -0.98, 0.27, 0.29, 0.27, -0.97, 0.29, 0.28, 0.27, -1.11, 1.60, -1.10, -1.10, -0.69, -0.84, 0.27, 0.24, 0.23, 0.26, 0.24, 0.24, 0.24, 0.24, 0.26], "lumo_energy_ev": -6.710, "spin_multiplicity": 1, "total_energy_ha": -1844.07168, "de_lowest_kj_mol": 0.00, "charge": 2, "homo_lumo_gap_ha": 0.1714}

---

# 2
{"formula": "C16H32PSc", "method": "ωB97M-V with the def2-TZVPD basis set", "symbols": ["C", "H", "H", "H", "C", "H", "H", "C", "H", "H", "H", "C", "C", "C", "C", "C", "C", "C", "C", "C", "C", "Sc", "H", "H", "H", "H", "H", "H", "H", "H", "H", "H", "H", "H", "H", "H", "H", "C", "P", "C", "C", "H", "H", "H", "H", "H", "H", "H", "H", "H"], "coordinates": [[-0.189, -1.944, 1.839], [0.006, -1.471, 2.812], [-1.058, -2.595, 1.876], [1.086, 1.115, -0.395], [1.027, -2.562, 1.151], [0.924, -2.440, 0.031], [1.970, -2.068, 1.423], [1.240, -4.072, 1.387], [2.076, -4.447, 0.790], [1.455, -4.263, 2.438], [0.343, -4.649, 1.129], [-0.976, 0.856, -1.523], [-0.773, -0.498, -1.957], [-1.589, -1.337, -1.123], [-2.233, -0.494, -0.143], [-1.826, 0.853, -0.366], [-2.411, 2.068, 0.284], [-3.273, -0.933, 0.821], [-1.850, -2.797, -1.318], [-0.041, -0.897, -3.196], [-0.536, 2.064, -2.268], [0.121, -0.456, 0.281], [-3.472, -0.155, 1.565], [-4.224, -1.143, 0.309], [-2.950, -1.846, 1.329], [-2.868, 1.827, 1.254], [-1.656, 2.852, 0.435], [-3.196, 2.519, -0.348], [0.487, 1.968, -2.656], [-1.197, 2.250, -3.131], [-0.606, 2.958, -1.636], [0.116, -1.979, -3.232], [-0.580, -0.621, -4.118], [0.934, -0.394, -3.238], [-1.677, -3.369, -0.390], [-2.898, -2.975, -1.617], [-1.208, -3.210, -2.108], [2.895, 2.690, -0.779], [2.188, 1.625, 0.495], [3.505, 0.515, 1.058], [1.788, 2.646, 1.920], [3.198, 2.059, -1.625], [3.746, 3.254, -0.381], [2.105, 3.365, -1.123], [4.204, 1.080, 1.694], [3.089, -0.317, 1.651], [4.042, 0.093, 0.198], [2.714, 2.997, 2.406], [1.191, 3.516, 1.619], [1.205, 2.080, 2.659]], "forces_ev_per_angstrom": [[0.2115, 1.0144, -0.5376], [0.0650, -0.3446, -0.0687], [0.1470, -0.0371, 0.0723], [0.3609, 0.5771, 0.5908], [-0.3846, -0.4241, 0.4926], [0.1195, -0.1386, -0.1588], [0.0051, 0.1332, 0.0007], [-0.0283, -0.0561, -0.2921], [-0.1154, 0.0138, 0.0752], [-0.0150, 0.1370, -0.0389], [0.1589, 0.2459, -0.0075], [0.5399, -0.6533, 0.5870], [-1.1495, 0.1187, 0.4435], [0.1761, 0.8374, -0.2117], [0.2412, 0.1895, -0.4772], [-0.1306, -0.6913, -0.6256], [-0.0274, 0.3193, 0.2318], [-0.2302, -0.2018, 0.2843], [0.0782, -0.3913, 0.1354], [0.3202, -0.0977, -0.2014], [0.0901, 0.5675, -0.2616], [-1.0968, -1.6093, 0.6349], [0.0282, -0.2968, -0.0561], [0.2664, 0.0393, 0.0571], [-0.3009, 0.1413, 0.0192], [0.1813, 0.1663, -0.2907], [-0.1921, -0.1100, 0.0668], [0.2528, -0.2529, 0.1832], [-0.2352, 0.0959, -0.0408], [0.2276, -0.1101, 0.2293], [0.1155, -0.0927, -0.1645], [0.0947, 0.2261, -0.0350], [0.0555, -0.0099, 0.4059], [-0.0759, -0.1870, -0.1722], [-0.1127, 0.1237, -0.3398], [0.3899, 0.1594, 0.1304], [-0.2211, 0.0535, 0.2854], [-0.2767, -0.1745, -0.1296], [1.8329, 1.3972, -0.4386], [-0.3625, -0.9627, -0.1962], [-1.1083, 0.0309, 0.2703], [0.0794, 0.2039, 0.1630], [-0.1741, -0.1484, -0.0803], [0.2052, 0.0509, 0.0313], [-0.3159, 0.0133, -0.2628], [0.2941, 0.3338, -0.0814], [-0.1117, 0.1112, 0.2184], [-0.1622, -0.2794, -0.4062], [0.1198, -0.1717, 0.0179], [0.1696, 0.1409, -0.0512]], "nbo_charge": [-0.87, 0.23, 0.24, 0.00, -0.44, 0.16, 0.21, -0.58, 0.23, 0.24, 0.23, -0.07, -0.17, -0.07, -0.06, -0.16, -0.64, -0.64, -0.65, -0.64, -0.66, 1.53, 0.23, 0.26, 0.23, 0.24, 0.21, 0.26, 0.21, 0.27, 0.22, 0.24, 0.26, 0.21, 0.23, 0.27, 0.24, -0.93, 1.23, -0.94, -0.95, 0.28, 0.30, 0.28, 0.31, 0.27, 0.29, 0.31, 0.29, 0.28], "lumo_energy_ev": -7.870, "spin_multiplicity": 1, "total_energy_ha": -1730.30927, "charge": 2, "homo_lumo_gap_ha": 0.2493}

---

# 3
{"formula": "C16H33B3ClIO6", "method": "ωB97M-V with the def2-TZVPD basis set", "symbols": ["C", "C", "C", "C", "B", "O", "B", "Cl", "O", "B", "I", "O", "H", "H", "H", "H", "H", "H", "H", "H", "H", "C", "C", "C", "O", "C", "H", "H", "H", "H", "H", "H", "H", "H", "C", "C", "C", "O", "C", "H", "H", "H", "H", "H", "H", "H", "H", "C", "C", "C", "O", "C", "H", "H", "H", "H", "H", "H", "H", "H"], "coordinates": [[1.735, -0.206, -0.004], [1.024, 0.903, -1.034], [0.608, 2.293, -0.255], [1.393, 3.634, -0.781], [-1.012, 2.538, -0.405], [-1.956, 2.272, 0.737], [-2.647, 1.013, 0.284], [-2.456, -0.499, 1.347], [-3.383, 1.102, -0.998], [-2.518, 1.781, -2.027], [-2.331, 1.055, -4.120], [-1.694, 2.990, -1.669], [1.828, -1.245, -0.536], [2.793, 0.234, 0.332], [1.035, -0.272, 0.939], [0.081, 0.335, -1.498], [1.729, 1.156, -1.951], [0.876, 2.115, 0.891], [2.150, 3.354, -1.640], [1.926, 4.117, 0.160], [0.574, 4.359, -1.245], [-4.623, -3.590, -1.480], [-3.635, -4.261, -0.560], [-2.486, -4.565, -1.496], [-2.488, -3.544, -2.503], [-3.714, -2.807, -2.402], [-5.349, -2.961, -0.960], [-5.171, -4.349, -2.051], [-3.310, -3.555, 0.214], [-4.030, -5.152, -0.065], [-2.626, -5.529, -1.997], [-1.519, -4.575, -0.984], [-3.478, -1.822, -1.983], [-4.145, -2.668, -3.397], [-2.386, 1.904, 5.131], [-1.566, 2.098, 6.380], [-0.209, 1.583, 5.953], [-0.093, 1.836, 4.546], [-1.381, 2.214, 4.042], [-3.274, 2.539, 5.084], [-2.707, 0.858, 5.056], [-1.502, 3.166, 6.619], [-1.965, 1.576, 7.253], [-0.129, 0.502, 6.106], [0.612, 2.073, 6.484], [-1.352, 3.287, 3.823], [-1.588, 1.674, 3.114], [5.346, -1.247, -1.993], [5.093, -1.515, -3.454], [4.112, -0.420, -3.812], [4.410, 0.698, -2.964], [5.314, 0.265, -1.939], [6.287, -1.666, -1.626], [4.528, -1.661, -1.392], [6.022, -1.385, -4.022], [4.706, -2.517, -3.656], [3.081, -0.728, -3.609], [4.186, -0.117, -4.860], [6.298, 0.691, -2.159], [4.979, 0.643, -0.969]], "forces_ev_per_angstrom": [[-0.2571, 1.3258, -0.2828], [0.0419, -0.8949, -0.3321], [0.1128, -0.1339, 0.5679], [-0.4271, -0.1366, -0.0691], [-1.0785, 0.7790, 0.5121], [0.4867, -3.4325, -3.4648], [0.0406, 2.3950, -0.1580], [-0.5527, 1.8243, -1.5333], [4.0900, 0.4405, 0.2882], [-0.1358, 1.5945, 1.4977], [-0.3451, 0.4408, 1.5687], [-0.3727, -4.8277, 1.6217], [-0.0602, 2.0313, 1.1243], [-2.3001, -1.1833, -0.7164], [1.4759, -0.0845, -1.8003], [1.7914, 1.2756, 0.9040], [-1.3807, -0.5617, 1.9524], [-0.7068, 0.4389, -2.3927], [-1.3985, 0.6569, 1.8936], [-1.0454, -0.7940, -2.2982], [2.0298, -1.2588, 1.0160], [-0.5990, -0.0987, -0.2355], [0.1624, -0.0052, 0.6445], [0.2852, -0.1790, -0.2983], [-0.2353, -0.0959, 0.2530], [0.2382, 0.3786, -0.1619], [0.0873, -0.0449, -0.0842], [0.0113, 0.1079, 0.0567], [-0.0260, -0.1007, -0.0508], [0.0736, 0.0831, -0.0585], [0.0277, -0.0671, 0.0866], [-0.0348, 0.0441, -0.1408], [-0.1140, 0.0569, -0.0313], [0.1520, -0.0113, 0.0369], [-0.4884, -0.3237, -0.1981], [0.0024, 0.3775, 0.5383], [0.3828, -0.2393, -0.0998], [-0.2616, -0.0033, 0.2598], [0.1658, 0.1511, -0.3990], [0.1012, -0.0717, -0.0272], [-0.0133, 0.1118, -0.0269], [-0.0010, -0.1204, 0.0268], [0.0796, 0.0551, -0.0815], [0.0113, -0.0002, 0.1142], [-0.0085, -0.0574, -0.1389], [-0.0998, -0.0006, -0.0733], [0.1751, 0.1278, 0.1487], [-0.0923, -0.2917, 0.5863], [0.3036, -0.2659, -0.5115], [-0.3818, 0.2205, -0.1160], [0.0928, -0.3101, 0.0715], [0.1421, 0.4251, -0.0042], [-0.1075, 0.0740, -0.0198], [0.1126, 0.0418, -0.0133], [-0.1149, -0.0487, 0.0206], [0.0250, 0.1321, -0.0004], [-0.0250, -0.0732, -0.0839], [-0.0380, 0.0843, 0.1381], [0.0305, -0.0215, 0.1042], [-0.0297, 0.0644, -0.1302]], "nbo_charge": [-0.63, -0.39, -0.64, -0.62, 1.25, -0.92, 1.09, -0.19, -0.94, 0.96, -0.03, -0.94, 0.22, 0.21, 0.22, 0.19, 0.23, 0.25, 0.23, 0.23, 0.22, -0.43, -0.43, -0.07, -0.54, -0.07, 0.22, 0.20, 0.20, 0.22, 0.16, 0.18, 0.17, 0.18, -0.43, -0.43, -0.07, -0.54, -0.07, 0.22, 0.20, 0.20, 0.22, 0.16, 0.18, 0.16, 0.20, -0.43, -0.43, -0.07, -0.54, -0.07, 0.22, 0.20, 0.20, 0.22, 0.17, 0.19, 0.17, 0.18], "lumo_energy_ev": 0.137, "spin_multiplicity": 1, "smiles": "CC[C@@H](C)B1OB(Cl)OB(I)O1.C1CCOC1.C1CCOC1.C1CCOC1", "total_energy_ha": -1913.47724, "homo_lumo_gap_ha": 0.3492}

---

# 4
{"formula": "C16H33Cl2PPt", "method": "ωB97M-V with the def2-TZVPD basis set", "symbols": ["Pt", "Cl", "Cl", "C", "H", "H", "C", "C", "H", "C", "H", "C", "H", "H", "C", "H", "H", "C", "H", "H", "H", "H", "C", "C", "C", "P", "C", "C", "C", "C", "C", "C", "H", "H", "H", "H", "H", "H", "H", "H", "H", "H", "H", "H", "H", "H", "H", "H", "H", "H", "H", "H", "H"], "coordinates": [[-1.124, 0.820, -0.762], [-0.617, 1.677, 1.434], [-0.363, -0.151, -2.789], [-2.918, -0.001, -0.908], [-3.320, -0.296, -1.908], [-3.820, 0.377, -0.324], [1.262, 2.751, -1.140], [-0.033, 2.565, -1.380], [1.854, 1.922, -0.797], [-1.062, 3.709, -1.005], [-0.307, 2.400, -2.457], [-0.422, 5.083, -1.136], [-1.948, 3.624, -1.649], [-1.400, 3.558, 0.029], [1.025, 5.122, -0.651], [-0.487, 5.363, -2.195], [-1.033, 5.799, -0.586], [1.855, 4.074, -1.438], [1.404, 6.136, -0.834], [1.047, 4.880, 0.421], [1.707, 4.234, -2.516], [2.910, 4.200, -1.181], [-2.011, -1.060, 2.380], [-0.559, -1.484, 2.142], [-0.355, -2.897, 2.696], [0.000, -1.141, 0.382], [1.872, -1.101, 0.495], [2.534, -2.059, 1.500], [2.560, -1.247, -0.867], [-0.500, -2.612, -0.633], [0.177, -3.952, -0.341], [-2.025, -2.699, -0.646], [-2.712, -1.632, 1.759], [-2.148, 0.008, 2.184], [-2.249, -1.241, 3.438], [0.099, -0.790, 2.695], [-1.121, -3.594, 2.324], [0.646, -3.309, 2.525], [-0.487, -2.818, 3.786], [2.020, -0.067, 0.858], [2.407, -3.115, 1.215], [3.614, -1.852, 1.473], [2.193, -1.901, 2.529], [2.251, -0.474, -1.579], [3.644, -1.166, -0.703], [2.377, -2.236, -1.312], [-0.169, -2.288, -1.637], [-0.105, -4.360, 0.638], [-0.188, -4.648, -1.108], [1.273, -3.917, -0.425], [-2.540, -1.696, -0.794], [-2.304, -3.354, -1.481], [-2.403, -3.148, 0.280]], "forces_ev_per_angstrom": [[2.9432, -0.4676, 1.2830], [-0.3024, 0.3307, -0.2910], [-0.6139, 0.3720, -0.0853], [-4.0602, 1.0340, -1.1105], [0.8216, 0.0263, 0.6019], [1.4979, -0.6062, 0.0254], [4.9718, -0.4144, 1.6070], [-6.5747, 1.1196, -2.5828], [0.4192, -0.0922, 0.1330], [0.0016, -0.9854, 0.8360], [0.6293, -0.1638, 0.2579], [-0.0217, 0.1195, -0.4205], [0.2429, -0.0008, 0.1168], [0.1548, 0.1617, -0.2998], [-0.3033, 0.1059, -0.5643], [0.2880, 0.1846, 0.0949], [-0.0388, 0.0650, 0.0297], [-0.3374, 0.8046, 0.2413], [0.1327, -0.2325, 0.2470], [0.1876, 0.1772, -0.2105], [0.2717, 0.3941, 0.0342], [-0.1070, -0.4682, -0.1494], [-0.1297, 0.2163, 0.1190], [0.1989, 0.5610, -0.2615], [0.0687, -0.1342, 0.2325], [0.1273, -1.3573, 0.3110], [-0.2994, 0.3301, 0.0231], [0.1317, 0.0770, -0.0154], [0.0284, 0.0689, -0.0566], [0.5583, 0.7307, -0.2304], [-0.2033, -0.2405, -0.0594], [-0.1031, -0.2933, -0.1904], [0.1500, 0.1116, 0.2131], [-0.0911, -0.4436, 0.0533], [-0.0519, -0.0103, -0.2147], [-0.2755, -0.1786, -0.0312], [0.2875, 0.2248, 0.0885], [-0.4551, 0.0289, -0.0296], [-0.0206, -0.1317, -0.2413], [0.1157, -0.2746, -0.0665], [-0.0193, 0.3843, 0.1711], [-0.2180, -0.0540, 0.0837], [0.0850, -0.0962, -0.2722], [0.0053, -0.2371, 0.0985], [-0.2257, 0.0432, -0.1339], [-0.0161, 0.3116, 0.0736], [-0.2233, -0.2058, 0.3804], [0.1826, 0.0745, -0.3445], [0.1492, -0.0250, 0.1769], [-0.3926, 0.0361, 0.0701], [0.5909, -1.1623, 0.2552], [-0.1755, 0.1275, 0.1400], [0.0178, 0.0541, -0.1363]], "nbo_charge": [0.88, -0.53, -0.52, -0.67, 0.17, 0.18, -0.17, -0.25, 0.21, -0.45, 0.23, -0.40, 0.21, 0.24, -0.39, 0.19, 0.22, -0.45, 0.21, 0.21, 0.20, 0.23, -0.63, -0.54, -0.62, 1.16, -0.55, -0.61, -0.62, -0.59, -0.61, -0.61, 0.21, 0.25, 0.21, 0.24, 0.21, 0.22, 0.22, 0.24, 0.21, 0.22, 0.21, 0.24, 0.21, 0.21, 0.27, 0.21, 0.22, 0.21, 0.24, 0.22, 0.20], "lumo_energy_ev": [-0.263, -2.441], "spin_multiplicity": 5, "total_energy_ha": -2010.26773, "de_lowest_kj_mol": 0.00, "homo_lumo_gap_ha": [0.2455, 0.2415]}